Computed, not measured: a molecular structure, C15H24Br24N2O2 at a distorted geometry, with wB97M-V/def2-TZVPD.

As for the HOMO-LUMO gap: 8.25 eV. The total charge is 0. The calculation puts the largest force on an atom at 2.27 eV/Å. For the total energy, the calculation gives -1704033.4195 eV.

Geometry (Å):
Br  5.747  1.062  6.536
H  -1.341  -1.475  -0.624
C  7.620  2.091  -1.103
C  1.990  -1.282  -0.551
H  -4.787  -0.771  0.817
H  -6.219  1.404  -0.670
C  -2.621  -3.154  -0.119
Br  -10.158  1.076  -0.078
Br  8.110  3.578  0.035
H  5.935  2.397  4.453
Br  1.573  4.684  1.882
H  -7.964  -0.608  2.289
O  -3.273  -0.988  -1.112
C  -7.260  0.033  0.653
Br  2.273  1.824  3.156
H  -12.140  2.036  1.071
H  -4.230  0.754  -1.514
H  -0.700  1.734  2.437
Br  8.903  -6.933  -4.149
C  -2.362  -1.589  -0.193
Br  -3.163  2.855  -3.058
Br  6.785  0.668  -0.092
Br  8.286  1.631  4.663
H  -0.280  0.871  0.902
C  -2.610  1.244  -0.176
Br  -1.155  4.396  -1.084
C  6.468  -4.118  0.648
Br  9.122  1.451  -2.141
Br  3.915  -1.472  -0.647
C  7.229  -6.263  -4.849
N  -4.811  0.147  0.382
O  -2.379  1.199  1.244
H  -1.849  4.930  -3.406
H  -2.997  2.275  -0.373
Br  -0.086  3.251  -3.883
Br  5.850  -4.497  2.443
H  1.702  -1.479  0.476
Br  -11.329  4.060  -0.111
H  -8.326  0.219  0.332
H  -1.666  1.163  -0.764
C  -1.001  1.588  1.380
H  -0.897  2.579  0.845
Br  5.833  -5.431  -0.624
H  6.881  2.458  -1.805
Br  1.099  -2.593  -1.658
N  -7.069  -0.462  1.816
C  -3.738  0.263  -0.639
C  6.361  1.442  4.741
Br  7.038  -4.359  -4.555
C  2.519  3.013  1.649
C  -11.143  2.425  0.907
H  -6.202  -0.313  -1.201
H  7.245  -6.420  -5.921
H  -2.440  -1.209  0.846
C  -1.598  3.991  -2.927
H  2.088  2.523  0.784
Br  8.391  -3.920  0.576
H  -2.941  -3.422  0.917
Br  5.719  0.131  3.472
Br  4.392  3.302  1.261
Br  1.423  0.526  -0.966
Br  5.716  -7.250  -4.154
H  6.040  -3.166  0.360
Br  -10.361  2.745  2.647
H  -1.684  -3.727  -0.301
H  -3.381  -3.474  -0.861
C  -6.093  0.357  -0.310